ORCA calculation (ωB97M-V/def2-TZVPD) on a cluster of 2 separate species, C3H4N3O2S in total at a distorted geometry.

```
13
C3H4N3O2S (ωB97M-V/def2-TZVPD)
C 3.2188 -0.6805 -0.5783
C 1.1550 -0.4990 -0.5513
C -3.6572 0.3272 0.5119
N 2.0739 -1.2320 -1.1317
N 2.9664 0.3655 0.1784
N 1.6508 0.3988 0.3237
O -0.9491 0.8495 0.0509
O -4.7000 0.2008 -0.0991
S -0.6525 -0.5026 -0.6221
H 4.2464 -0.9213 -0.6930
H -3.3114 -0.4223 1.1050
H -3.1023 1.1995 0.5324
H 1.0613 0.9164 0.9731
```

## Properties
Charge: -1
Highest occupied orbital energy: -2.772 eV
HOMO-LUMO gap: 6.59 eV
Electronic energy: -829.64191 hartree
ΔE to the lowest compared entry with this formula, charge and spin: 174.24 kJ/mol
E_LUMO: 3.82 eV

How positive or negative is each atom? The natural (NBO) charges in e answer that: number 1, C, carries 0.1010; number 2, C, carries 0.1590; number 3, C, carries 0.3041; number 4, N, carries -0.5469; number 5, N, carries -0.3348; number 6, N, carries -0.3947; number 7, O, carries -1.1144; number 8, O, carries -0.5601; number 9, S, carries 0.5322; number 10, H, carries 0.1765; number 11, H, carries 0.0954; number 12, H, carries 0.1422; number 13, H, carries 0.4406

ORCA calculation (ωB97M-V/def2-TZVPD) on a structure of composition C14H31N2O4OsSi at a distorted geometry.

```
53
C14H31N2O4OsSi (ωB97M-V/def2-TZVPD)
Os -0.1821 -0.1744 -1.1007
C -3.3444 0.1676 -0.6071
O -2.2976 0.3158 -1.6178
C -2.4028 1.5143 -2.4167
C -1.3455 2.4484 -1.9551
O -0.1174 1.6741 -2.0765
C 1.1371 2.3988 -1.9412
C 2.1626 1.4346 -2.4217
O 2.0069 0.2270 -1.6554
C 3.0438 0.0163 -0.6557
H -4.3139 0.1455 -1.1005
H -3.3082 0.9889 0.1077
H -3.1744 -0.7801 -0.1036
H -3.3964 1.9543 -2.3486
H -2.2170 1.2177 -3.4494
H -1.4817 2.7529 -0.9153
H -1.2984 3.3349 -2.5876
H 1.2859 2.6805 -0.8970
H 1.1212 3.2979 -2.5574
H 3.1697 1.8395 -2.3303
H 1.9780 1.1755 -3.4644
H 4.0030 -0.1059 -1.1560
H 2.7972 -0.8977 -0.1226
H 3.0941 0.8586 0.0354
N 0.1018 -0.1118 0.8103
C 0.3134 0.2838 1.9007
N 0.5284 0.6814 3.0815
C -0.3798 1.6398 3.7807
C -0.8951 0.9655 5.0477
O 0.1872 0.5364 5.8376
C 0.9798 -0.4426 5.2082
C 1.6186 0.1241 3.9427
H -1.1976 1.9384 3.1274
H 0.2103 2.5143 4.0546
H -1.5454 0.1220 4.7821
H -1.4600 1.6864 5.6345
H 0.3873 -1.3334 4.9648
H 1.7690 -0.7152 5.9054
H 2.1802 -0.6352 3.4021
H 2.2819 0.9446 4.2163
C 1.4380 -2.5779 -3.0315
Si -0.1409 -2.5614 -2.1021
C -0.1935 -3.2796 -0.3984
C -1.7017 -2.4784 -3.0699
H 1.7619 -3.6208 -3.1482
H 2.2474 -2.0483 -2.5341
H 1.3109 -2.1683 -4.0350
H -0.2689 -4.3675 -0.5525
H -1.0629 -2.9832 0.1905
H 0.7134 -3.0975 0.1777
H -2.0786 -3.5052 -3.1787
H -1.5300 -2.0935 -4.0767
H -2.4951 -1.9016 -2.6004
```

## Properties
Charge: +3
Highest occupied orbital energy: -17.895 eV
HOMO-LUMO gap: 6.14 eV
Electronic energy: -1341.50359 hartree
ΔE to the lowest compared entry with this formula, charge and spin: 131.05 kJ/mol
E_LUMO: -11.75 eV

How positive or negative is each atom? The natural (NBO) charges in e answer that: number 1, Os, carries 1.1988; number 2, C, carries -0.2554; number 3, O, carries -0.5700; number 4, C, carries -0.1103; number 5, C, carries -0.1041; number 6, O, carries -0.5135; number 7, C, carries -0.1015; number 8, C, carries -0.1075; number 9, O, carries -0.5567; number 10, C, carries -0.2586; number 11, H, carries 0.2376; number 12, H, carries 0.2028; number 13, H, carries 0.2162; number 14, H, carries 0.2607; number 15, H, carries 0.2348; number 16, H, carries 0.2135; number 17, H, carries 0.2619; number 18, H, carries 0.2120; number 19, H, carries 0.2590; number 20, H, carries 0.2564; number 21, H, carries 0.2346; number 22, H, carries 0.2370; number 23, H, carries 0.2078; number 24, H, carries 0.1985; number 25, N, carries -0.5939; number 26, C, carries 0.6991; number 27, N, carries -0.3752; number 28, C, carries -0.2366; number 29, C, carries -0.0864; number 30, O, carries -0.4776; number 31, C, carries -0.0867; number 32, C, carries -0.2371; number 33, H, carries 0.2241; number 34, H, carries 0.2494; number 35, H, carries 0.1806; number 36, H, carries 0.2482; number 37, H, carries 0.1830; number 38, H, carries 0.2507; number 39, H, carries 0.2312; number 40, H, carries 0.2465; number 41, C, carries -1.1840; number 42, Si, carries 1.6583; number 43, C, carries -1.1693; number 44, C, carries -1.1857; number 45, H, carries 0.3109; number 46, H, carries 0.2702; number 47, H, carries 0.2833; number 48, H, carries 0.3279; number 49, H, carries 0.2750; number 50, H, carries 0.2727; number 51, H, carries 0.3149; number 52, H, carries 0.2841; number 53, H, carries 0.2688

ORCA calculation (ωB97M-V/def2-TZVPD) on a structure of composition C21H33F6MoN4PSi.

```
67
C21H33F6MoN4PSi (ωB97M-V/def2-TZVPD)
Mo 0.4778 -0.1690 0.0918
C 2.1500 -3.2973 0.6806
C 1.8598 -2.1473 -0.2447
C 0.7902 -2.2606 -1.1684
C -0.0435 -3.5121 -1.2211
C 0.5576 -1.2178 -2.1190
C -0.5485 -1.3158 -3.1313
C 1.4011 -0.0764 -2.1479
C 1.1153 1.0153 -3.1430
C 2.5264 -0.0034 -1.2708
C 3.5351 1.1035 -1.4070
C 2.7098 -0.9883 -0.2707
C 3.8510 -0.8407 0.6976
H 1.2766 -3.5997 1.2574
H 2.9684 -3.0992 1.3620
H 2.4341 -4.1594 0.0718
H -1.0985 -3.3012 -1.3787
H 0.0509 -4.1202 -0.3286
H 0.2940 -4.1187 -2.0667
H -1.3048 -0.5427 -2.9768
H -1.0397 -2.2810 -3.1263
H -0.1351 -1.1582 -4.1290
H 0.0454 1.1617 -3.2795
H 1.5283 0.7453 -4.1194
H 1.5527 1.9658 -2.8535
H 3.4194 1.8682 -0.6354
H 3.4734 1.5876 -2.3752
H 4.5396 0.6933 -1.3085
H 3.6313 -1.2848 1.6641
H 4.1076 0.2033 0.8568
H 4.7389 -1.3395 0.2988
N 0.8415 3.4788 2.1083
C 0.5724 4.0938 0.9054
C 0.3822 3.1002 -0.0021
N 0.5308 1.8892 0.6421
C 0.8141 2.1575 1.9184
C 0.9896 1.0121 2.7910
N 0.8323 -0.1914 2.2344
C 1.0270 -1.1189 3.2371
C 1.3047 -0.4594 4.3926
N 1.2790 0.8825 4.0889
H 1.0230 3.9674 2.9745
H 0.5393 5.1655 0.8068
H 0.1324 3.1762 -1.0467
H 0.9401 -2.1785 3.0750
H 1.5085 -0.8179 5.3875
H 1.4492 1.6247 4.7540
F -1.6164 0.0248 -0.1848
P -3.2148 2.9592 -2.0627
F -2.5334 3.2138 -0.6795
F -1.7713 3.1076 -2.7401
F -4.5906 2.7411 -1.3330
F -3.7475 4.1405 -2.8633
F -3.2811 1.5092 -2.6175
C -3.4247 0.8784 1.8002
Si -3.0910 -0.5417 0.6714
C -4.3317 -0.8937 -0.6399
C -2.3708 -2.0184 1.5391
H -4.4324 0.8136 2.2179
H -3.3685 1.8259 1.2609
H -2.7286 0.8977 2.6415
H -4.8950 -1.7997 -0.4094
H -3.8493 -1.0433 -1.6087
H -5.0435 -0.0734 -0.7401
H -3.1836 -2.6450 1.9186
H -1.7727 -1.7285 2.4057
H -1.7838 -2.6607 0.8768
```

## Properties
Charge: +3
Highest occupied orbital energy (alpha / beta): -17.968 / -18.038 eV
Expectation value of S²: 3.77
HOMO-LUMO gap (alpha / beta): 8.58 / 7.27 eV
Electronic energy: -2336.65279 hartree
Multiplicity: 4
ΔE to the lowest compared entry with this formula, charge and spin: 0.00 kJ/mol
E_LUMO (alpha / beta): -9.39 / -10.77 eV

How positive or negative is each atom? The natural (NBO) charges in e answer that: number 1, Mo, carries 1.3983; number 2, C, carries -0.6662; number 3, C, carries 0.0124; number 4, C, carries 0.0831; number 5, C, carries -0.6853; number 6, C, carries 0.0149; number 7, C, carries -0.6652; number 8, C, carries -0.0137; number 9, C, carries -0.6691; number 10, C, carries 0.0738; number 11, C, carries -0.6656; number 12, C, carries -0.0223; number 13, C, carries -0.6602; number 14, H, carries 0.2413; number 15, H, carries 0.2520; number 16, H, carries 0.2828; number 17, H, carries 0.2451; number 18, H, carries 0.2499; number 19, H, carries 0.2807; number 20, H, carries 0.2539; number 21, H, carries 0.2566; number 22, H, carries 0.2745; number 23, H, carries 0.2553; number 24, H, carries 0.2831; number 25, H, carries 0.2440; number 26, H, carries 0.2489; number 27, H, carries 0.2619; number 28, H, carries 0.2695; number 29, H, carries 0.2421; number 30, H, carries 0.2453; number 31, H, carries 0.2828; number 32, N, carries -0.4456; number 33, C, carries -0.0139; number 34, C, carries -0.0529; number 35, N, carries -0.5163; number 36, C, carries 0.3374; number 37, C, carries 0.3316; number 38, N, carries -0.5138; number 39, C, carries -0.0643; number 40, C, carries -0.0114; number 41, N, carries -0.4475; number 42, H, carries 0.4629; number 43, H, carries 0.2793; number 44, H, carries 0.2637; number 45, H, carries 0.2540; number 46, H, carries 0.2806; number 47, H, carries 0.4632; number 48, F, carries -0.6183; number 49, P, carries 2.6962; number 50, F, carries -0.5422; number 51, F, carries -0.5757; number 52, F, carries -0.5465; number 53, F, carries -0.4892; number 54, F, carries -0.5302; number 55, C, carries -1.1764; number 56, Si, carries 1.8988; number 57, C, carries -1.1788; number 58, C, carries -1.1814; number 59, H, carries 0.2959; number 60, H, carries 0.2687; number 61, H, carries 0.2437; number 62, H, carries 0.2896; number 63, H, carries 0.2631; number 64, H, carries 0.2875; number 65, H, carries 0.2998; number 66, H, carries 0.2453; number 67, H, carries 0.2384

ORCA calculation (ωB97M-V/def2-TZVPD) on the molecule C2HFN2O2 at a distorted geometry.

```
8
C2HFN2O2 (ωB97M-V/def2-TZVPD)
C 0.3385 0.1525 -0.4090
C -0.2788 -0.3294 0.7066
H 2.1586 -0.1471 -0.1086
N -1.8405 0.5314 -0.5085
N -1.6342 -0.1246 0.5570
O 1.6243 0.2274 -0.7953
O -0.5836 0.6245 -1.2285
F 0.2157 -0.9346 1.7863
```

## Properties
Charge: 0
SMILES: Oc1onnc1F
Highest occupied orbital energy: -9.857 eV
HOMO-LUMO gap: 10.10 eV
Electronic energy: -436.58727 hartree
ΔE to the lowest compared entry with this formula, charge and spin: 240.64 kJ/mol
E_LUMO: 0.24 eV

How positive or negative is each atom? The natural (NBO) charges in e answer that: number 1, C, carries 0.5094; number 2, C, carries 0.3008; number 3, H, carries 0.4995; number 4, N, carries 0.0992; number 5, N, carries -0.1952; number 6, O, carries -0.6239; number 7, O, carries -0.3018; number 8, F, carries -0.2881

ORCA calculation (ωB97M-V/def2-TZVPD) on a cluster of 2 separate species, C4H11N3O2 in total at a distorted geometry.

```
20
C4H11N3O2 (ωB97M-V/def2-TZVPD)
C 1.3829 0.6146 -3.0135
C 1.8520 -0.0035 -0.7217
N 2.8640 -0.3448 0.1698
N 2.1963 -0.1128 -2.0463
N 0.7420 0.3857 -0.2537
H 3.6898 -0.7249 -0.2297
H 2.5691 -0.7870 1.0229
H 3.1356 -0.2104 -2.3472
H -0.0048 0.6642 -0.8658
H -2.9685 -2.4190 2.2064
H 0.3805 0.1896 -3.0126
H 1.7561 0.3692 -4.0103
H 1.3560 1.6929 -2.8564
C -2.8884 0.7309 2.1984
C -2.3852 -0.6421 2.4846
O -1.3953 -1.0033 3.0513
O -3.2396 -1.5509 1.9304
H -2.1826 1.4594 2.5896
H -3.8911 0.8935 2.5883
H -2.9689 0.7989 1.1154
```

## Properties
Charge: 0
SMILES: [H]/N=C(/N)NC.CC(=O)O
Highest occupied orbital energy: -8.790 eV
HOMO-LUMO gap: 9.60 eV
Electronic energy: -473.77568 hartree
ΔE to the lowest compared entry with this formula, charge and spin: 71.11 kJ/mol
E_LUMO: 0.81 eV

How positive or negative is each atom? The natural (NBO) charges in e answer that: number 1, C, carries -0.4163; number 2, C, carries 0.5772; number 3, N, carries -0.8219; number 4, N, carries -0.6320; number 5, N, carries -0.7945; number 6, H, carries 0.3649; number 7, H, carries 0.4017; number 8, H, carries 0.3816; number 9, H, carries 0.3454; number 10, H, carries 0.4893; number 11, H, carries 0.1982; number 12, H, carries 0.2049; number 13, H, carries 0.1921; number 14, C, carries -0.7262; number 15, C, carries 0.7960; number 16, O, carries -0.5781; number 17, O, carries -0.7044; number 18, H, carries 0.2398; number 19, H, carries 0.2396; number 20, H, carries 0.2428

ORCA calculation (ωB97M-V/def2-TZVPD) on a cluster of 2 separate species, C4H8O in total.

```
13
C4H8O (ωB97M-V/def2-TZVPD)
O -1.3541 1.4182 -0.8046
C -0.5947 0.4211 -1.4022
C 0.7326 0.0381 -1.0810
C 0.6006 -1.3994 1.0476
C 0.1179 -0.3193 1.6650
H -0.7603 1.9274 -0.2348
H 0.0553 0.7614 -2.3245
H -1.2733 -0.3253 -1.8193
H 1.2007 0.8862 -0.5400
H -0.0500 -2.1061 0.5405
H 1.6598 -1.6407 1.0519
H -0.9450 -0.0882 1.6652
H 0.7697 0.3731 2.1938
```

## Properties
Charge: 0
Highest occupied orbital energy: -8.919 eV
HOMO-LUMO gap: 9.85 eV
Electronic energy: -232.26494 hartree
ΔE to the lowest compared entry with this formula, charge and spin: 474.42 kJ/mol
E_LUMO: 0.93 eV

How positive or negative is each atom? The natural (NBO) charges in e answer that: number 1, O, carries -0.6986; number 2, C, carries -0.1655; number 3, C, carries -0.2504; number 4, C, carries -0.3616; number 5, C, carries -0.4079; number 6, H, carries 0.4715; number 7, H, carries 0.2692; number 8, H, carries 0.2048; number 9, H, carries 0.1241; number 10, H, carries 0.2056; number 11, H, carries 0.2091; number 12, H, carries 0.2032; number 13, H, carries 0.1965

Question: Which of these has the lowest charge?
Answer: C3H4N3O2S